Density functional theory data (the ωB97M-V functional and the def2-TZVPD basis) for a structure of composition C22H36N4O2S.

Positions of all 65 atoms, in Å:
C1 2.926 -1.606 0.627
H1 2.396 -0.650 0.261
H2 3.799 -1.033 1.077
H3 2.419 -2.061 1.334
C2 3.600 -2.502 -0.564
C3 2.193 -3.175 -1.241
C4 1.266 -4.180 -0.686
S1 0.062 -4.227 -2.013
C5 0.827 -3.129 -3.112
N1 1.896 -2.621 -2.483
C6 0.043 -2.811 -4.475
N2 -0.767 -1.730 -4.555
C7 -1.841 -2.009 -3.733
C8 -2.547 -0.984 -2.713
H4 -2.684 -0.017 -3.255
H5 -3.325 -1.532 -2.084
C9 -1.157 -0.811 -1.660
N3 -1.648 -0.170 -0.519
C10 -2.231 1.422 -0.718
C11 -2.939 1.629 0.624
H6 -3.133 2.750 0.411
H7 -3.845 0.907 0.756
C12 -2.007 1.619 1.771
C13 -0.950 2.574 1.774
O1 -0.600 3.577 0.535
N4 -0.092 2.965 2.910
C14 -0.139 2.307 4.289
H8 -1.207 1.729 4.145
C15 -0.658 3.382 5.172
O2 0.368 4.464 5.235
C16 0.524 5.096 3.787
H9 1.488 5.794 3.870
C17 0.914 3.937 2.885
H10 1.165 4.266 1.893
H11 1.964 3.407 3.184
H12 -0.518 5.602 3.464
H13 -0.624 3.284 6.095
H14 -1.757 3.814 4.975
H15 0.595 1.878 4.513
C18 -1.388 0.127 1.724
C19 -0.656 -0.159 0.634
H16 -0.358 -1.312 0.488
H17 0.212 0.531 0.212
H18 -0.369 0.048 2.630
H19 -2.015 -0.527 1.875
H20 -2.429 1.859 2.840
H21 -2.864 1.277 -1.365
H22 -1.301 2.022 -0.770
C20 -0.150 0.043 -2.686
C21 -0.324 -0.525 -4.191
H23 -0.955 0.343 -4.613
H24 0.711 -0.257 -4.613
H25 -0.209 1.228 -2.451
H26 0.844 -0.427 -2.085
H27 -0.921 -1.743 -1.284
H28 -3.012 -2.107 -4.468
H29 -1.943 -3.022 -3.341
H30 1.010 -2.627 -5.034
H31 -0.365 -3.675 -4.780
H32 1.069 -4.537 0.444
C22 4.334 -3.620 -0.015
H33 5.104 -3.324 0.464
H34 4.511 -4.312 -0.849
H35 3.683 -4.423 0.703
H36 4.007 -2.041 -1.245

Computed properties:
* energy relative to the best compared isomer or geometry (same formula, charge and spin): 555.13 kcal/mol
* Kohn-Sham gap: 7.623 eV

The Mulliken scheme yields these atomic charges, measured in e: -1.252 0.143 0.432 0.455 -0.170 0.385 -0.233 -0.289 0.877 -0.601 -1.586 0.540 -0.751 -1.028 0.459 0.296 -0.770 0.057 -1.395 -0.775 0.366 0.342 0.432 -0.277 -0.734 0.416 -0.809 0.183 -0.523 -0.442 -0.436 0.313 -0.753 0.443 0.309 0.228 0.582 0.160 0.583 -1.137 0.208 -0.119 0.140 0.062 1.026 0.324 0.932 0.452 0.047 -1.240 0.306 0.331 0.266 0.148 0.728 0.123 0.459 0.494 0.520 0.294 -1.545 0.622 0.373 0.182 0.827

=====

Density functional theory data (the ωB97M-V functional and the def2-TZVPD basis) for the molecule C22H36N4O3.

Positions of all 65 atoms, in Å:
C1 -2.238 6.412 -4.042
O1 -1.698 5.112 -4.062
C2 -2.098 4.387 -5.209
C3 -1.479 3.008 -5.161
C4 -1.940 2.206 -3.950
C5 -1.393 0.773 -3.926
C6 0.123 0.762 -3.916
O2 0.784 0.645 -4.936
N1 0.693 0.950 -2.700
C7 2.140 1.009 -2.528
C8 2.477 1.754 -1.240
C9 2.031 0.973 -0.004
C10 2.710 -0.396 0.031
N2 2.429 -1.173 1.253
C11 3.254 -2.370 1.391
C12 1.177 -1.173 1.817
O3 0.176 -0.733 1.266
C13 1.085 -1.690 3.195
C14 1.958 -1.640 4.251
N3 1.364 -2.073 5.394
C15 0.134 -2.390 5.046
N4 -0.096 -2.175 3.729
C16 -1.379 -2.369 3.058
C17 -2.275 -3.264 3.899
C18 -2.314 -2.808 5.357
C19 -3.336 -3.590 6.167
C20 -0.913 -2.956 5.949
C21 2.352 -1.165 -1.249
C22 2.755 -0.391 -2.502
H1 -1.886 6.902 -3.137
H2 -1.911 6.992 -4.914
H3 -3.334 6.388 -4.034
H4 -3.196 4.316 -5.235
H5 -1.781 4.921 -6.114
H6 -1.741 2.476 -6.080
H7 -0.391 3.104 -5.160
H8 -1.640 2.728 -3.039
H9 -3.033 2.161 -3.941
H10 -1.778 0.251 -3.047
H11 -1.711 0.231 -4.816
H12 0.101 0.951 -1.887
H13 2.524 1.549 -3.394
H14 3.559 1.910 -1.212
H15 2.008 2.740 -1.252
H16 2.289 1.532 0.900
H17 0.953 0.852 0.016
H18 3.794 -0.233 0.058
H19 2.999 -2.902 2.301
H20 3.111 -3.047 0.547
H21 4.309 -2.093 1.435
H22 2.981 -1.296 4.240
H23 -1.838 -1.393 2.898
H24 -1.197 -2.798 2.074
H25 -3.276 -3.252 3.465
H26 -1.914 -4.298 3.862
H27 -2.584 -1.745 5.368
H28 -3.103 -4.657 6.148
H29 -3.342 -3.269 7.210
H30 -4.342 -3.459 5.766
H31 -0.704 -4.020 6.109
H32 -0.829 -2.474 6.923
H33 2.844 -2.139 -1.266
H34 1.274 -1.351 -1.237
H35 2.456 -0.927 -3.403
H36 3.845 -0.290 -2.531

Computed properties:
* energy relative to the best compared isomer or geometry (same formula, charge and spin): 9.39 kcal/mol
* Kohn-Sham gap: 9.315 eV

The Mulliken scheme yields these atomic charges, measured in e: -0.770 -0.238 -0.704 -0.540 -0.443 -0.968 0.471 -0.673 0.174 -0.142 -1.324 -0.743 -0.117 0.314 -1.119 0.947 -0.672 -0.666 -0.312 -0.851 0.340 0.220 -0.320 -1.037 0.647 -1.707 -0.691 -0.423 -1.269 0.223 0.297 0.316 0.383 0.417 0.300 0.301 0.271 0.376 0.362 0.361 0.214 0.424 0.463 0.415 0.416 0.265 0.243 0.552 0.295 0.288 0.498 0.276 0.344 0.402 0.329 0.233 0.356 0.409 0.403 0.224 0.363 0.398 0.229 0.513 0.457

=====

Density functional theory data (the ωB97M-V functional and the def2-TZVPD basis) for the molecule C22H36N5O5P.

Positions of all 69 atoms, in Å:
C1 -0.436 -3.102 1.059
H1 0.430 -3.608 1.478
C2 -0.042 -2.190 -0.104
N1 0.912 -1.183 0.312
C3 0.438 -0.025 0.892
N2 -0.608 0.630 0.519
P1 -1.182 0.682 -1.030
O1 -0.409 0.123 -2.145
N3 -2.703 -0.039 -0.901
C4 -3.414 -0.459 -2.083
H2 -2.710 -0.474 -2.917
C5 -3.991 -1.855 -1.839
H3 -4.627 -2.168 -2.669
O2 -4.811 -1.874 -0.690
C6 -4.094 -1.473 0.456
C7 -3.516 -0.064 0.287
H4 -2.893 0.200 1.142
H5 -4.351 0.650 0.209
H6 -4.804 -1.507 1.285
H7 -3.274 -2.183 0.646
H8 -3.165 -2.573 -1.719
H9 -4.242 0.230 -2.312
N4 -1.303 2.354 -1.193
C8 -2.127 3.137 -0.307
C9 -3.465 3.471 -0.977
H10 -4.042 2.545 -1.125
O3 -3.271 4.108 -2.219
C10 -2.509 3.300 -3.093
C11 -1.144 2.969 -2.488
H11 -0.596 2.277 -3.128
H12 -0.567 3.895 -2.370
H13 -2.404 3.871 -4.017
H14 -3.049 2.362 -3.301
H15 -4.047 4.166 -0.367
H16 -1.603 4.074 -0.075
H17 -2.284 2.573 0.612
N5 1.134 0.439 1.963
C12 1.892 -0.391 2.873
C13 1.107 -0.530 4.188
H18 0.178 -1.089 3.993
O4 0.803 0.723 4.750
C14 0.050 1.516 3.857
C15 0.810 1.724 2.545
H19 0.209 2.286 1.831
H20 1.749 2.251 2.750
H21 -0.123 2.465 4.366
H22 -0.915 1.032 3.644
H23 1.699 -1.064 4.934
H24 2.855 0.093 3.070
H25 2.071 -1.375 2.445
C16 2.277 -1.338 0.045
C17 2.871 -2.593 -0.042
C18 4.220 -2.728 -0.329
C19 5.010 -1.604 -0.529
C20 4.415 -0.343 -0.454
C21 3.074 -0.212 -0.181
H26 2.621 0.766 -0.164
H27 5.030 0.524 -0.633
O5 6.347 -1.620 -0.803
C22 6.989 -2.864 -0.929
H28 6.946 -3.437 0.004
H29 8.028 -2.638 -1.163
H30 6.558 -3.460 -1.740
H31 4.636 -3.721 -0.391
H32 2.290 -3.488 0.113
H33 -0.933 -1.687 -0.486
H34 0.393 -2.763 -0.924
H35 -0.906 -2.518 1.849
H36 -1.143 -3.854 0.717

Computed properties:
* energy relative to the best compared isomer or geometry (same formula, charge and spin): 3.89 kcal/mol
* Kohn-Sham gap: 8.478 eV

The Mulliken scheme yields these atomic charges, measured in e: -1.508 0.387 0.379 1.293 -0.677 -0.490 -0.009 -1.042 1.128 -0.799 0.441 -0.732 0.372 -0.436 -0.561 -0.269 0.229 0.274 0.389 0.169 0.290 0.335 0.167 -0.505 -0.425 0.118 -0.439 -0.449 -0.738 0.450 0.368 0.399 0.193 0.369 0.391 0.297 0.300 -0.331 -0.684 0.304 -0.425 -0.553 -0.508 0.316 0.313 0.377 0.314 0.393 0.318 0.223 0.204 -0.828 -0.684 0.831 -0.904 -0.075 0.430 0.435 -0.465 -0.850 0.332 0.245 0.337 0.408 0.286 -0.899 0.681 0.296 0.504

=====

Density functional theory data (the ωB97M-V functional and the def2-TZVPD basis) for a structure of composition C22H36O2P2Pd.

Positions of all 63 atoms, in Å:
P1 2.527 1.003 0.921
P2 2.577 -0.505 -2.537
C1 3.831 0.216 -0.097
C2 3.768 0.499 -1.635
H1 3.838 -0.866 0.114
H2 4.795 0.599 0.275
H3 3.552 1.566 -1.841
H4 4.751 0.269 -2.099
C3 3.178 -2.220 -2.564
H5 2.354 -2.924 -2.722
H6 3.706 -2.494 -1.647
H7 3.875 -2.307 -3.404
C4 2.195 -0.160 -4.261
H8 2.898 -0.705 -4.898
H9 2.271 0.910 -4.472
H10 1.181 -0.512 -4.491
C5 3.047 0.992 2.633
H11 2.243 1.399 3.257
H12 3.943 1.621 2.729
H13 3.300 -0.020 2.968
C6 2.457 2.735 0.479
H14 2.375 2.883 -0.603
H15 3.397 3.192 0.817
H16 1.592 3.215 0.983
Pd1 -0.579 2.458 0.712
C7 -0.957 -2.287 -1.752
C8 -0.319 -2.851 -0.712
C9 0.952 -2.408 -0.041
C10 0.686 -1.432 1.088
C11 0.964 0.034 0.737
C12 0.470 0.599 -0.526
C13 0.141 -0.053 -1.801
C14 -1.169 -0.815 -2.014
C15 -0.639 2.607 2.687
H17 -1.532 -2.915 -2.435
H18 -0.802 -3.694 -0.187
H19 1.650 -1.932 -0.752
H20 1.475 -3.277 0.389
H21 -0.376 -1.411 1.404
H22 1.309 -1.695 1.955
H23 0.449 0.539 1.601
H24 0.751 1.668 -0.743
H25 0.946 -0.836 -2.000
H26 0.205 0.722 -2.593
H27 -1.971 -0.341 -1.425
H28 -1.421 -0.700 -3.087
H29 -1.697 2.901 2.809
H30 0.036 3.443 2.938
H31 -0.466 1.683 3.257
O1 -2.022 -0.129 1.898
C16 -2.807 0.507 1.165
O2 -2.535 1.402 0.266
C17 -4.288 0.222 1.386
C18 -5.244 1.174 1.024
C19 -6.589 0.982 1.358
C20 -7.002 -0.181 2.026
C21 -6.042 -1.147 2.377
C22 -4.696 -0.945 2.055
H32 -4.906 2.066 0.494
H33 -7.320 1.741 1.076
H34 -8.056 -0.360 2.249
H35 -6.337 -2.071 2.879
H36 -3.913 -1.652 2.331

Computed properties:
* 2S+1: 3
* energy relative to the best compared isomer or geometry (same formula, charge and spin): 71.08 kcal/mol
* Kohn-Sham gap (spin up / spin down): 6.284 / 6.429 eV

The Mulliken scheme yields these atomic charges, measured in e: 1.691 1.006 -1.035 -1.015 0.469 0.553 0.387 0.512 -1.515 0.332 0.342 0.481 -1.369 0.457 0.379 0.351 -1.445 0.359 0.497 0.422 -1.346 0.497 0.541 0.132 -0.252 -0.644 -0.641 0.482 -1.191 2.433 -1.691 -0.620 -0.874 -1.251 0.424 0.306 -0.993 0.713 0.338 0.452 -0.301 0.981 -0.909 0.977 0.057 0.425 0.344 0.285 0.207 -0.771 0.872 -0.761 0.120 -0.331 -0.474 -0.396 -0.477 -0.309 0.356 0.360 0.357 0.361 0.353

=====

Quick rundown of E_tot, same order as above: -1626.79767 -1304.70787 -1851.29013 -1820.62450 a.u.